The following is a quantum chemistry calculation of a molecular structure, C80H84AsClN7P2Tl at a distorted geometry, from the Open Molecules 2025 dataset.

The geometry in XYZ format:
```
176
Properties=species:S:1:pos:R:3:mulliken_charge:R:1
Tl 0.663 0.135 -0.475 2.25
C -2.868 -3.197 -4.424 -0.88
C -3.010 -2.589 -3.188 -0.80
C -1.920 -2.026 -2.556 1.03
C -0.662 -2.088 -3.151 -0.83
C -0.533 -2.666 -4.420 0.06
C -1.629 -3.212 -5.048 -1.12
N 0.429 -1.547 -2.486 1.69
N 1.548 -1.931 -2.960 -0.93
C 2.715 -1.410 -2.457 -0.67
C 3.871 -1.828 -3.138 0.09
C 5.105 -1.335 -2.776 -1.10
C 5.194 -0.458 -1.705 -0.53
C 4.057 -0.084 -0.996 0.02
C 2.805 -0.529 -1.371 0.40
H -3.718 -3.654 -4.908 0.45
H -3.986 -2.555 -2.726 0.51
H -2.001 -1.546 -1.593 -0.37
H 0.440 -2.665 -4.885 0.47
H -1.522 -3.637 -6.035 0.42
H 3.756 -2.532 -3.948 0.51
H 5.998 -1.638 -3.307 0.43
H 6.158 -0.065 -1.412 0.31
H 4.168 0.568 -0.141 -0.47
C -0.100 -4.847 1.651 -2.32
N 0.813 -4.351 2.647 1.80
C 2.141 -4.052 2.171 -2.02
P 2.382 -2.317 1.449 2.25
C 2.916 -1.329 2.911 0.49
C 3.644 -1.836 3.984 -0.30
C 3.994 -1.017 5.042 -1.09
C 3.644 0.323 5.032 -1.00
C 2.957 0.848 3.950 -0.40
C 2.600 0.027 2.897 0.20
C 4.058 -2.671 0.789 0.79
C 4.130 -3.562 -0.278 -0.34
C 5.347 -3.887 -0.844 -0.93
C 6.511 -3.308 -0.367 -0.61
C 6.444 -2.386 0.664 -0.99
C 5.226 -2.060 1.232 -0.71
C 0.736 -4.887 3.945 -0.14
C 0.235 -6.162 4.209 -0.31
C 0.181 -6.637 5.506 -0.80
C 0.630 -5.860 6.560 -0.64
C 1.134 -4.594 6.308 -1.18
C 1.186 -4.110 5.016 0.33
P -0.859 -3.478 0.599 2.35
C -2.266 -3.004 1.681 0.23
C -3.345 -2.345 1.090 -0.03
C -4.349 -1.796 1.862 -0.89
C -4.293 -1.893 3.242 -1.06
C -3.226 -2.543 3.839 -0.46
C -2.212 -3.080 3.067 -0.75
C -1.674 -4.629 -0.576 0.84
C -0.863 -5.081 -1.613 -0.23
C -1.369 -5.913 -2.592 -0.73
C -2.704 -6.282 -2.560 -0.68
C -3.515 -5.840 -1.528 -0.78
C -3.006 -5.021 -0.537 -0.54
H -0.936 -5.357 2.135 0.64
H 0.384 -5.550 0.954 0.42
H 2.412 -4.745 1.359 0.29
H 2.856 -4.215 2.981 0.87
H 3.969 -2.867 3.987 0.56
H 4.548 -1.434 5.872 0.44
H 3.920 0.952 5.864 0.42
H 2.688 1.894 3.938 0.51
H 2.062 0.430 2.047 -0.19
H 3.216 -3.991 -0.668 0.16
H 5.388 -4.586 -1.667 0.42
H 7.465 -3.562 -0.806 0.42
H 7.345 -1.911 1.027 0.43
H 5.194 -1.326 2.024 0.32
H -0.088 -6.803 3.400 0.45
H -0.200 -7.631 5.687 0.41
H 0.584 -6.238 7.569 0.41
H 1.485 -3.976 7.122 0.47
H 1.574 -3.122 4.818 0.57
H -3.386 -2.262 0.012 0.41
H -5.167 -1.270 1.387 0.50
H -5.067 -1.446 3.847 0.37
H -3.168 -2.615 4.915 0.49
H -1.372 -3.544 3.557 -0.23
H 0.171 -4.764 -1.648 0.15
H -0.728 -6.265 -3.388 0.47
H -3.112 -6.916 -3.334 0.39
H -4.556 -6.130 -1.491 0.45
H -3.648 -4.685 0.265 0.41
C 1.391 3.663 -3.230 -1.21
N 2.461 2.855 -2.695 1.41
C 3.506 2.516 -3.631 -1.20
C 2.736 2.987 -1.342 -1.47
N 1.961 2.401 -0.504 1.39
N 3.853 3.697 -0.987 0.34
C 4.305 3.703 0.387 -0.96
C 4.313 4.817 -1.776 -1.10
H 0.660 3.828 -2.444 0.12
H 0.917 3.145 -4.061 0.24
H 1.755 4.636 -3.593 0.43
H 3.930 3.381 -4.160 0.41
H 3.069 1.848 -4.377 0.09
H 4.307 1.986 -3.118 0.35
H 2.150 2.635 0.465 -0.59
H 4.351 2.684 0.773 0.16
H 3.647 4.306 1.026 0.20
H 5.306 4.128 0.422 0.47
H 3.714 4.931 -2.673 0.36
H 5.360 4.686 -2.062 0.30
H 4.212 5.740 -1.197 0.39
Cl -1.994 1.592 7.106 -0.25
C -1.615 0.992 5.525 -0.36
C -2.412 1.340 4.445 -0.89
C -2.088 0.882 3.185 -0.19
C -0.972 0.062 2.963 2.26
C -0.700 -0.500 1.658 -0.32
C -0.223 -0.314 4.088 0.29
C -0.531 0.145 5.351 -1.19
H -3.289 1.951 4.592 0.49
H -2.726 1.134 2.346 0.16
H -1.603 -0.584 1.061 0.41
H -0.145 -1.429 1.746 -1.12
H 0.592 -1.010 3.971 0.02
H 0.051 -0.164 6.207 0.48
C -7.762 3.897 -2.471 -1.54
C -6.456 3.487 -1.861 0.52
C -5.796 4.298 -0.951 -0.57
C -4.557 3.953 -0.429 0.67
C -3.981 4.820 0.655 -1.73
C -3.917 2.788 -0.867 0.06
As -2.074 2.314 -0.227 0.36
N -1.054 1.540 -1.545 0.03
C -1.052 1.467 -2.884 3.38
C -2.109 1.856 -3.734 -0.60
C -2.045 1.655 -5.093 -1.26
C -0.930 1.081 -5.690 -1.23
C 0.151 0.754 -4.890 -0.58
C 0.097 0.945 -3.526 -0.33
C -1.116 4.076 -0.166 0.38
C -0.257 4.233 0.930 -0.48
C -0.215 3.217 2.033 -1.56
C 0.559 5.348 1.034 -0.19
C 0.530 6.357 0.084 0.57
C 1.397 7.573 0.212 -1.79
C -0.343 6.215 -0.980 -0.66
C -1.153 5.092 -1.123 0.53
C -2.068 5.056 -2.308 -1.72
C -4.664 1.877 -1.625 -0.08
C -4.194 0.466 -1.835 -0.48
C -5.897 2.250 -2.143 -0.54
H -8.091 4.853 -2.072 0.36
H -8.529 3.151 -2.270 0.36
H -7.662 3.988 -3.553 0.30
H -6.258 5.221 -0.628 0.39
H -4.790 5.270 1.228 0.60
H -3.365 5.624 0.257 0.26
H -3.368 4.221 1.332 0.05
H -2.989 2.327 -3.323 0.31
H -2.883 1.958 -5.705 0.38
H -0.898 0.929 -6.758 0.38
H 1.055 0.367 -5.343 0.38
H 0.985 0.816 -2.921 -0.63
H 0.049 2.235 1.638 -0.09
H -1.195 3.128 2.505 0.11
H 0.501 3.499 2.803 0.63
H 1.224 5.441 1.886 0.40
H 2.066 7.480 1.065 0.36
H 0.783 8.461 0.351 0.39
H 1.991 7.724 -0.689 0.37
H -0.403 6.998 -1.726 0.47
H -1.525 5.289 -3.223 0.50
H -2.867 5.792 -2.201 0.44
H -2.523 4.080 -2.412 -0.16
H -3.352 0.253 -1.175 -1.10
H -3.880 0.281 -2.862 0.37
H -5.003 -0.227 -1.606 0.85
H -6.436 1.553 -2.772 0.54
```

Values from the calculation:
Total energy ... -7033.1910 Eh
F_max ... 0.0540 Eh/bohr
Lowest unoccupied orbital energy ... -0.60 eV
Energy relative to the best compared isomer or geometry (same formula, charge and spin) ... 0.3592 eV
Spin multiplicity ... 1
HOMO ... -6.37 eV
Frontier orbital gap ... 5.77 eV



The following is a quantum chemistry calculation of a molecular structure, C81H168F18N6O12P3S6 at a distorted geometry, from the Open Molecules 2025 dataset.

The geometry in XYZ format:
```
294
Properties=species:S:1:pos:R:3:mulliken_charge:R:1
C 17.229 20.112 30.127 -1.55
C 17.245 18.644 29.814 0.41
C 15.943 17.895 29.942 -0.73
C 14.765 18.300 29.018 -1.28
P 15.073 18.238 27.212 1.00
C 16.038 16.726 27.049 -0.08
C 15.168 15.502 27.310 -1.01
C 15.921 14.099 27.196 -0.80
C 17.388 14.202 27.880 -0.71
C 15.912 19.767 26.635 -0.80
C 17.019 19.443 25.626 0.03
C 16.509 19.007 24.302 0.08
C 15.795 20.158 23.595 -1.47
C 13.334 18.274 26.623 -1.29
C 12.955 17.843 25.152 -0.14
C 11.421 17.759 24.890 -0.72
C 10.777 16.581 25.714 -1.03
H 18.271 20.472 30.038 0.37
H 16.905 20.253 31.152 0.41
H 16.503 20.661 29.526 0.31
H 17.962 18.146 30.482 0.61
H 17.694 18.526 28.830 -0.46
H 15.617 17.919 30.978 0.65
H 16.179 16.835 29.729 0.00
H 14.458 19.349 29.168 0.64
H 13.950 17.605 29.242 0.54
H 16.900 16.839 27.738 0.00
H 16.486 16.585 26.071 0.79
H 14.235 15.407 26.751 0.19
H 14.899 15.569 28.380 0.34
H 15.923 13.869 26.098 0.37
H 15.359 13.334 27.713 0.45
H 18.094 14.719 27.242 -0.10
H 17.782 13.179 27.994 0.43
H 17.377 14.629 28.866 0.31
H 16.207 20.313 27.542 0.21
H 15.137 20.418 26.221 0.56
H 17.672 18.647 25.949 -0.08
H 17.671 20.318 25.557 0.64
H 15.856 18.144 24.455 -0.07
H 17.260 18.624 23.599 0.26
H 15.176 19.763 22.794 0.58
H 16.521 20.860 23.131 0.10
H 15.113 20.817 24.187 0.18
H 12.996 19.302 26.781 0.58
H 12.835 17.656 27.353 0.46
H 13.421 16.884 24.879 0.36
H 13.335 18.596 24.432 -0.04
H 11.279 17.594 23.801 0.42
H 11.016 18.769 25.150 0.34
H 9.680 16.479 25.786 0.36
H 11.214 16.558 26.738 0.22
H 11.103 15.635 25.277 0.30
C 27.614 22.242 20.765 -1.11
C 27.367 23.195 21.945 -0.62
C 25.988 22.892 22.610 0.38
C 25.744 23.706 23.886 -1.57
P 24.092 23.570 24.487 0.62
C 23.638 21.869 24.645 0.08
C 22.161 21.693 25.123 0.26
C 21.801 20.323 25.642 -0.01
C 20.426 20.098 26.219 -1.31
C 24.110 24.487 26.086 -0.96
C 22.827 24.889 26.686 0.22
C 22.981 25.670 27.996 -0.82
C 23.421 27.168 27.843 -1.20
C 22.919 24.267 23.231 0.41
C 23.479 25.503 22.461 -0.02
C 23.686 26.768 23.354 0.17
C 23.878 28.022 22.495 -1.45
H 28.512 22.558 20.276 0.48
H 26.813 22.262 20.035 0.13
H 27.854 21.239 21.079 0.31
H 27.531 24.200 21.598 0.41
H 28.062 23.024 22.813 0.32
H 25.934 21.788 22.856 -0.04
H 25.227 22.991 21.838 -0.07
H 25.927 24.785 23.691 0.59
H 26.482 23.411 24.625 0.78
H 24.407 21.337 25.258 0.89
H 23.720 21.447 23.613 -0.54
H 21.503 22.084 24.357 0.09
H 21.975 22.305 25.993 -0.55
H 22.522 19.961 26.410 0.55
H 21.825 19.591 24.834 -0.26
H 20.222 19.070 26.479 0.24
H 19.638 20.407 25.522 -0.09
H 20.209 20.658 27.125 0.56
H 24.739 25.310 25.674 0.55
H 24.727 23.953 26.824 0.59
H 22.323 23.933 26.931 -0.16
H 22.184 25.412 25.954 0.22
H 23.736 25.151 28.596 0.37
H 22.078 25.714 28.614 0.40
H 22.658 27.823 27.413 0.31
H 24.353 27.309 27.304 0.32
H 23.654 27.561 28.865 0.38
H 22.098 24.596 23.849 0.96
H 22.495 23.450 22.654 -0.95
H 22.720 25.731 21.695 -0.58
H 24.406 25.361 21.887 0.35
H 24.574 26.639 24.002 0.16
H 22.887 26.859 24.056 0.27
H 24.774 27.953 21.889 0.38
H 23.995 28.916 23.128 0.44
H 23.029 28.196 21.825 0.21
C 25.096 10.468 21.903 -1.21
C 25.493 11.845 21.307 -0.39
C 25.641 12.897 22.333 -0.60
C 24.398 12.999 23.299 0.19
P 24.603 14.188 24.564 0.99
C 25.413 15.759 24.203 -1.42
C 24.658 16.623 23.285 1.21
C 25.300 18.009 23.002 -1.49
C 24.478 18.858 21.953 -0.67
C 23.001 14.618 25.250 0.08
C 22.986 15.728 26.260 0.17
C 21.673 15.843 27.032 -1.33
C 20.446 16.195 26.145 0.03
C 25.650 13.436 25.816 -0.96
C 26.605 14.224 26.852 -0.62
C 27.352 13.321 27.879 -0.78
C 26.576 12.555 28.921 -1.18
H 25.479 10.330 22.920 0.33
H 25.490 9.618 21.327 0.35
H 24.014 10.283 21.959 0.25
H 24.725 12.108 20.590 0.08
H 26.461 11.671 20.842 0.48
H 25.741 13.883 21.846 0.13
H 26.571 12.787 22.896 0.51
H 24.093 12.044 23.846 0.70
H 23.501 13.331 22.715 -0.62
H 26.391 15.459 23.774 0.77
H 25.578 16.189 25.208 0.65
H 23.664 16.725 23.708 -0.77
H 24.511 16.185 22.250 -0.04
H 26.335 17.885 22.636 0.40
H 25.498 18.516 23.959 0.46
H 25.045 19.606 21.385 0.45
H 23.633 19.311 22.482 -0.37
H 23.976 18.218 21.270 0.59
H 22.486 13.774 25.669 1.03
H 22.427 14.853 24.334 -0.68
H 23.260 16.675 25.853 0.23
H 23.752 15.462 26.984 -0.21
H 21.827 16.668 27.741 0.36
H 21.428 14.977 27.666 0.33
H 20.707 17.040 25.464 -0.38
H 19.561 16.453 26.746 -0.08
H 20.141 15.423 25.440 0.66
H 26.297 12.733 25.196 0.48
H 24.984 12.798 26.407 0.47
H 25.978 14.916 27.389 0.30
H 27.331 14.838 26.287 0.39
H 28.142 13.945 28.273 0.43
H 28.015 12.653 27.329 0.37
H 27.314 12.065 29.570 0.36
H 25.934 11.787 28.531 0.34
H 25.887 13.165 29.491 0.31
C 13.848 23.427 20.889 -1.25
C 14.029 24.071 19.522 0.39
C 12.760 24.811 19.143 -0.45
C 13.014 25.592 17.846 -1.01
N 11.811 26.383 17.375 0.19
C 11.515 27.513 18.295 -0.62
C 10.612 28.500 17.513 -0.56
C 10.978 28.186 16.038 -0.80
C 12.081 27.112 16.052 -0.42
C 10.579 25.510 17.200 -0.98
H 14.722 22.816 21.152 0.06
H 12.986 22.793 20.797 0.44
H 13.576 24.131 21.666 0.44
H 14.296 23.320 18.790 0.23
H 14.973 24.688 19.584 -0.20
H 12.510 25.433 19.999 0.37
H 11.996 24.035 19.080 0.37
H 13.281 24.832 17.091 0.35
H 13.836 26.297 17.932 0.36
H 11.067 27.114 19.235 0.40
H 12.486 27.937 18.531 0.38
H 9.563 28.233 17.678 0.32
H 10.758 29.518 17.805 0.41
H 10.129 27.938 15.409 0.37
H 11.365 29.087 15.521 0.36
H 11.940 26.388 15.267 0.38
H 13.129 27.381 16.160 0.42
H 9.823 26.070 16.655 0.44
H 10.177 25.372 18.205 0.37
H 10.853 24.612 16.690 0.32
C 18.597 21.792 14.091 -0.31
C 19.205 20.609 13.330 -0.43
C 19.400 19.470 14.364 -0.76
C 20.563 19.799 15.307 0.44
N 21.062 18.573 16.017 0.81
C 22.178 18.958 16.964 0.10
C 22.973 17.698 17.159 -0.14
C 22.833 16.883 15.873 -0.96
C 21.799 17.663 15.038 -0.35
C 19.999 17.792 16.779 -1.21
H 17.562 21.593 14.389 0.34
H 18.552 22.673 13.420 0.45
H 19.182 22.021 14.987 -0.45
H 20.132 20.908 12.878 0.05
H 18.494 20.268 12.524 0.37
H 19.618 18.561 13.784 0.36
H 18.450 19.338 14.841 0.33
H 20.289 20.522 16.088 -0.21
H 21.394 20.172 14.713 0.00
H 21.754 19.335 17.912 -0.10
H 22.779 19.735 16.522 -0.16
H 22.629 17.097 17.995 -0.35
H 24.008 17.960 17.311 0.70
H 22.470 15.872 16.081 0.38
H 23.789 16.769 15.318 0.37
H 21.119 16.995 14.557 0.68
H 22.344 18.301 14.303 0.03
H 19.318 17.410 16.044 0.38
H 19.499 18.397 17.529 0.30
H 20.555 17.043 17.316 0.47
C 21.383 23.868 14.937 -0.61
C 21.571 24.149 16.465 0.29
C 20.370 25.001 16.976 -0.43
C 20.381 25.024 18.568 -0.01
N 19.455 26.161 19.146 0.60
C 20.261 27.433 19.260 -0.39
C 19.481 28.327 20.162 -0.82
C 18.920 27.304 21.255 -0.60
C 19.095 25.860 20.634 -0.13
C 18.130 26.278 18.351 -1.02
H 20.421 23.392 14.813 -0.17
H 22.087 23.110 14.650 -0.32
H 21.436 24.737 14.263 0.53
H 22.528 24.688 16.584 0.78
H 21.785 23.184 16.943 -0.80
H 19.431 24.543 16.666 0.30
H 20.389 26.010 16.548 0.42
H 21.390 25.213 18.890 0.37
H 20.070 24.054 18.974 -0.42
H 20.404 27.792 18.238 0.47
H 21.198 27.036 19.671 0.19
H 18.749 28.857 19.551 0.29
H 20.055 29.093 20.677 0.47
H 17.858 27.449 21.513 0.31
H 19.591 27.379 22.066 0.41
H 18.253 25.194 20.665 0.44
H 19.994 25.486 21.089 -0.22
H 18.333 26.794 17.402 0.22
H 17.544 26.932 18.996 0.69
H 17.705 25.286 18.208 0.12
C 23.206 21.486 12.169 0.60
F 22.678 20.363 12.772 -0.25
F 23.602 21.251 10.887 -0.21
F 22.209 22.397 12.174 -0.21
S 24.825 21.801 13.018 0.97
O 25.454 20.571 13.275 -0.60
O 25.415 22.693 12.025 -0.69
N 24.344 22.566 14.327 -0.27
S 25.398 23.053 15.332 0.91
O 26.765 22.876 15.024 -0.64
O 24.885 24.281 15.796 -0.66
C 25.160 21.837 16.687 0.55
F 23.870 21.620 17.085 -0.06
F 25.674 20.701 16.309 -0.19
F 25.731 22.270 17.821 -0.21
C 21.922 21.216 20.416 -0.05
F 22.839 21.534 21.288 -0.18
F 22.046 22.024 19.397 -0.19
F 22.044 19.967 20.116 0.16
S 20.213 21.500 21.294 0.52
O 19.832 20.293 21.964 -0.16
O 20.408 22.728 22.063 -0.65
N 19.190 21.934 20.063 -0.06
S 17.815 21.228 19.863 0.79
O 17.899 19.803 19.873 -0.54
O 16.770 21.847 20.716 -0.52
C 17.411 21.755 18.096 0.10
F 16.980 23.067 18.025 -0.18
F 18.459 21.622 17.329 -0.22
F 16.442 20.993 17.599 -0.20
C 20.586 16.497 22.295 -0.39
F 19.618 16.182 23.126 -0.23
F 20.820 17.837 22.285 0.25
F 21.719 15.853 22.730 0.01
S 20.039 16.021 20.508 1.02
O 18.606 16.238 20.556 -0.71
O 20.867 16.851 19.648 -0.23
N 20.246 14.439 20.345 -0.62
S 21.613 13.742 19.883 1.00
O 21.510 13.342 18.522 -0.64
O 22.864 14.450 20.262 -0.53
C 21.308 12.272 20.929 0.56
F 20.994 12.613 22.225 -0.21
F 20.320 11.604 20.377 -0.21
F 22.374 11.511 21.025 -0.18
```

Values from the calculation:
Total energy ... -9628.3457 Eh
F_max ... 0.0851 Eh/bohr
Lowest unoccupied orbital energy ... -5.01 eV
Spin multiplicity ... 1
Charge ... +3
HOMO ... -12.40 eV
Frontier orbital gap ... 7.39 eV